Molecular formula: C7H17NaO5PS3
Method: DFT, ωB97M-V/def2-TZVPD

Atoms and positions in Å:
Na (0.05, 1.08, 0.56)
C (4.22, 1.04, 5.89)
C (4.42, 0.48, 4.48)
C (3.93, -0.95, 4.38)
O (3.85, 1.33, 3.49)
P (2.35, 1.50, 2.96)
S (2.48, 3.13, 1.86)
S (1.70, -0.22, 2.17)
O (1.64, 1.76, 4.41)
C (0.33, 2.13, 4.79)
C (-0.26, 3.23, 3.92)
C (-0.57, 0.91, 4.86)
H (4.78, 0.43, 6.60)
H (3.17, 1.02, 6.14)
H (4.58, 2.06, 5.93)
H (5.50, 0.51, 4.24)
H (2.86, -0.98, 4.55)
H (4.44, -1.56, 5.12)
H (4.12, -1.35, 3.38)
H (0.48, 2.52, 5.81)
H (-0.62, 2.83, 2.97)
H (0.49, 3.99, 3.72)
H (-1.10, 3.69, 4.44)
H (-0.70, 0.49, 3.86)
H (-1.55, 1.18, 5.25)
H (-0.13, 0.15, 5.50)
C (-1.14, 4.30, -0.36)
S (-1.78, 2.60, -0.33)
O (-3.14, 2.62, -0.82)
O (-1.63, 2.16, 1.06)
O (-0.86, 1.80, -1.15)
H (-1.80, 4.90, 0.26)
H (-1.15, 4.65, -1.38)
H (-0.14, 4.29, 0.05)

The charge is -1. The value obtained for the frontier orbital gap is 0.2693 Eh. As for the multiplicity: 1. The value obtained for the energy above the lowest of the compared OMol25 structures with the same formula, charge and spin is 14.5 kJ/mol.

---

Molecular formula: C7H18
Method: DFT, ωB97M-V/def2-TZVPD

Atoms and positions in Å:
C (1.42, -1.12, 2.17)
C (0.21, -0.38, 1.66)
C (-1.13, -1.21, 1.57)
C (-0.16, 0.89, 2.53)
H (1.20, -2.15, 2.33)
H (1.78, -0.76, 3.12)
H (2.27, -1.00, 1.50)
H (0.36, -0.10, 0.62)
H (-1.06, -2.01, 2.29)
H (-2.07, -0.61, 1.81)
H (-1.15, -1.52, 0.54)
H (0.60, 1.64, 2.21)
H (-1.19, 1.24, 2.30)
H (0.02, 0.84, 3.64)
C (0.94, -0.01, -3.08)
C (-0.04, 0.57, -1.91)
C (-1.25, 1.17, -2.61)
H (1.27, 0.78, -3.65)
H (0.59, -0.76, -3.75)
H (1.75, -0.64, -2.57)
H (-0.18, -0.05, -1.07)
H (0.66, 1.26, -1.38)
H (-2.07, 0.47, -2.35)
H (-1.50, 2.29, -2.17)
H (-1.27, 1.17, -3.75)

The charge is 0. The value obtained for the frontier orbital gap is 0.4218 Eh. As for the multiplicity: 1. The value obtained for the energy above the lowest of the compared OMol25 structures with the same formula, charge and spin is 198.5 kJ/mol. Its SMILES is CC(C)C.CCC.

---

Molecular formula: C7H18AsN4O3S3W
Method: DFT, ωB97M-V/def2-TZVPD

Atoms and positions in Å:
W (2.01, 0.22, -0.36)
C (2.44, -2.27, 4.53)
C (1.76, -1.04, 4.08)
N (1.08, -0.20, 4.79)
N (0.64, 0.77, 3.95)
C (1.03, 0.57, 2.72)
S (0.76, 1.45, 1.26)
N (1.75, -0.56, 2.76)
N (2.26, -1.07, 1.56)
H (2.29, -2.36, 5.60)
H (3.51, -2.23, 4.33)
H (2.02, -3.16, 4.05)
H (0.08, 1.52, 4.33)
H (3.27, -1.25, 1.65)
H (1.82, -1.97, 1.34)
C (1.54, 4.11, -0.67)
As (1.06, 2.48, -1.59)
C (-0.85, 2.32, -1.67)
C (1.79, 2.64, -3.36)
S (3.88, 1.03, -0.61)
H (1.20, 4.93, -1.31)
H (2.62, 4.16, -0.54)
H (1.05, 4.18, 0.30)
H (-1.22, 3.21, -2.19)
H (-1.30, 2.29, -0.68)
H (-1.11, 1.43, -2.24)
H (1.26, 3.49, -3.79)
H (1.61, 1.74, -3.94)
H (2.86, 2.86, -3.31)
C (0.92, -2.79, -3.11)
S (0.87, -1.68, -1.77)
O (-0.23, -1.83, -0.88)
O (1.08, -0.23, -2.23)
O (2.18, -1.74, -0.95)
H (0.02, -2.60, -3.71)
H (0.87, -3.79, -2.67)
H (1.83, -2.63, -3.69)

The charge is +3. The value obtained for the frontier orbital gap (alpha / beta) is 0.2851 / 0.2851 Eh. As for the multiplicity: 1. The value obtained for the energy above the lowest of the compared OMol25 structures with the same formula, charge and spin is 44.2 kJ/mol.

---

Molecular formula: C7H18AuClI2O2P2
Method: DFT, ωB97M-V/def2-TZVPD

Atoms and positions in Å:
I (-0.78, 0.54, -3.86)
I (-0.83, 2.92, -1.80)
Au (-0.08, 0.59, -0.94)
P (2.36, 0.43, -1.04)
C (3.17, 1.81, -0.21)
C (3.31, -1.04, -0.51)
H (2.26, -0.18, -3.35)
H (3.78, 0.74, -2.98)
H (2.18, 1.56, -3.14)
C (2.70, 0.66, -2.81)
H (2.81, -1.95, -0.90)
H (4.35, -0.98, -0.88)
H (4.21, 1.91, -0.54)
H (3.16, 1.64, 0.87)
H (3.32, -1.09, 0.59)
H (2.63, 2.73, -0.42)
C (-0.19, 1.95, 0.49)
O (-0.28, 2.56, 1.50)
Cl (0.24, -1.68, -1.47)
C (-3.28, -2.50, 1.42)
P (-2.41, -1.01, 1.84)
C (-3.36, -0.15, 3.09)
C (-0.86, -1.54, 2.63)
O (-2.20, -0.11, 0.64)
H (-3.53, -3.09, 2.31)
H (-2.69, -3.12, 0.74)
H (-4.21, -2.29, 0.89)
H (-3.55, -0.76, 3.97)
H (-2.84, 0.75, 3.40)
H (-4.32, 0.19, 2.69)
H (-0.27, -2.12, 1.90)
H (-0.28, -0.65, 2.90)
H (-1.07, -2.14, 3.54)

The charge is +2. The value obtained for the frontier orbital gap (alpha / beta) is 0.2026 / 0.2039 Eh. As for the multiplicity: 3. The expectation value of S² is 2.052. The value obtained for the energy above the lowest of the compared OMol25 structures with the same formula, charge and spin is 0.0 kJ/mol.

---

Molecular formula: C7H18ClFeIO2PS
Method: DFT, ωB97M-V/def2-TZVPD

Atoms and positions in Å:
C (0.72, -1.12, 0.11)
I (0.78, 1.50, 1.17)
H (-0.17, -1.84, 0.21)
H (1.05, -1.18, 1.16)
H (1.27, -1.79, -0.60)
Fe (-1.08, -0.01, -0.84)
P (-0.08, 0.54, -2.74)
C (1.50, 1.00, -3.46)
C (-0.71, -0.94, -3.66)
H (-2.15, 1.69, -2.40)
H (-1.65, 1.89, -4.06)
H (-0.86, 2.78, -2.79)
C (-1.29, 1.83, -3.05)
H (-1.62, -1.29, -3.17)
H (-0.93, -0.80, -4.72)
H (1.57, 1.11, -4.54)
H (2.28, 0.30, -3.18)
H (0.02, -1.76, -3.58)
H (1.82, 1.96, -3.06)
C (1.55, 0.17, -0.37)
O (2.75, 0.21, -0.71)
Cl (-3.15, -0.29, -0.31)
C (-0.11, -1.65, 5.03)
S (-0.15, -0.73, 3.50)
C (-0.54, 0.94, 4.17)
O (1.31, -0.80, 3.11)
H (-0.94, -1.33, 5.68)
H (0.89, -1.47, 5.47)
H (-0.22, -2.72, 4.73)
H (0.40, 1.46, 4.41)
H (-1.12, 1.51, 3.43)
H (-1.15, 0.80, 5.07)

The charge is +2. The value obtained for the frontier orbital gap (alpha / beta) is 0.2609 / 0.1469 Eh. As for the multiplicity: 6. The expectation value of S² is 8.784.

---

Molecular formula: C7H18ClI2O4P2Tl
Method: DFT, ωB97M-V/def2-TZVPD

Atoms and positions in Å:
I (4.36, 1.61, -0.88)
I (5.06, -1.01, -1.00)
Tl (1.14, 2.16, 0.33)
P (-0.74, 0.22, -2.46)
C (0.24, 0.06, -3.95)
C (-1.57, -1.38, -2.35)
H (-2.66, 1.64, -2.18)
H (-2.32, 1.25, -3.92)
H (-1.26, 2.51, -3.07)
C (-1.87, 1.57, -2.96)
H (-2.19, -1.38, -1.45)
H (-2.23, -1.45, -3.23)
H (-0.48, 0.01, -4.78)
H (0.79, -0.90, -3.89)
H (-0.78, -2.15, -2.34)
H (0.88, 0.95, -4.05)
C (0.64, -0.39, -0.80)
O (1.66, -0.93, -0.58)
Cl (-1.49, 1.19, 0.43)
C (-0.95, -0.50, 4.57)
O (0.24, -1.00, 3.87)
P (0.02, -0.89, 2.22)
O (1.58, -0.84, 1.94)
C (2.63, -0.28, 2.76)
O (-0.32, -2.43, 1.83)
C (0.55, -3.54, 2.13)
H (-1.88, -0.64, 3.97)
H (-0.89, 0.57, 4.89)
H (-1.04, -1.09, 5.48)
H (2.67, 0.81, 2.61)
H (2.45, -0.57, 3.80)
H (3.54, -0.74, 2.37)
H (1.41, -3.62, 1.45)
H (0.87, -3.56, 3.19)
H (-0.09, -4.42, 1.98)

The charge is +2. The value obtained for the frontier orbital gap (alpha / beta) is 0.1215 / 0.1214 Eh. As for the multiplicity: 1. The value obtained for the energy above the lowest of the compared OMol25 structures with the same formula, charge and spin is 75.9 kJ/mol.

---

Molecular formula: C7H18ClI2OP2Pt
Method: DFT, ωB97M-V/def2-TZVPD

Atoms and positions in Å:
I (0.04, 1.77, 4.79)
I (0.05, -0.73, 5.47)
Pt (0.01, -0.07, -0.09)
P (-2.31, -0.02, -0.44)
C (-3.15, 0.05, 1.20)
C (-2.95, 1.39, -1.37)
H (-4.03, 1.25, -1.46)
H (-4.04, -1.37, -1.34)
H (-2.49, 1.42, -2.34)
H (-2.50, -1.63, -2.24)
H (-2.80, 0.97, 1.69)
H (-2.71, 2.30, -0.79)
C (-2.95, -1.50, -1.24)
H (-4.26, 0.04, 1.05)
H (-2.71, -2.37, -0.61)
H (-2.82, -0.86, 1.76)
P (2.31, 0.02, -0.44)
C (3.15, 0.06, 1.20)
C (2.95, -1.49, -1.24)
H (2.48, 1.42, -2.34)
H (4.03, 1.28, -1.47)
H (2.69, 2.31, -0.79)
C (2.95, 1.41, -1.37)
H (2.51, -1.62, -2.24)
H (4.04, -1.34, -1.33)
H (4.25, 0.07, 1.06)
H (2.83, -0.84, 1.76)
H (2.73, -2.36, -0.61)
H (2.79, 0.99, 1.69)
Cl (0.01, -0.13, -2.49)
O (-0.10, -0.33, 2.84)
C (0.00, -0.09, 1.71)

The charge is +3. The value obtained for the frontier orbital gap (alpha / beta) is 0.2390 / 0.1591 Eh. As for the multiplicity: 5. The expectation value of S² is 6.016. The value obtained for the energy above the lowest of the compared OMol25 structures with the same formula, charge and spin is 93.4 kJ/mol.

---

Molecular formula: C7H18N
Method: DFT, ωB97M-V/def2-TZVPD

Atoms and positions in Å:
C (3.08, 1.12, -0.97)
C (2.04, 1.92, -0.13)
C (0.82, 1.45, 0.14)
N (-0.16, 2.20, 1.00)
H (2.56, 0.27, -1.45)
H (3.49, 1.70, -1.79)
H (3.80, 0.62, -0.31)
H (2.34, 2.93, 0.27)
H (0.39, 0.50, -0.24)
H (0.14, 2.41, 1.94)
H (-0.43, 3.02, 0.47)
H (-1.03, 1.65, 1.17)
C (-2.50, -2.32, -0.72)
C (-1.37, -1.87, 0.27)
C (0.08, -1.93, -0.38)
C (-1.63, -0.46, 0.77)
H (-3.46, -2.54, -0.23)
H (-2.69, -1.54, -1.49)
H (-2.06, -3.17, -1.30)
H (-1.35, -2.57, 1.13)
H (0.90, -1.47, 0.21)
H (0.07, -1.37, -1.34)
H (0.35, -2.99, -0.55)
H (-2.56, -0.34, 1.32)
H (-0.80, -0.20, 1.49)
H (-1.70, 0.25, -0.10)

The charge is +1. The value obtained for the frontier orbital gap is 0.4088 Eh. As for the multiplicity: 1. The value obtained for the energy above the lowest of the compared OMol25 structures with the same formula, charge and spin is 138.5 kJ/mol.

---

Molecular formula: C7H18N2OPS2
Method: DFT, ωB97M-V/def2-TZVPD

Atoms and positions in Å:
C (1.07, 0.17, -0.41)
C (-1.45, -2.58, 1.63)
C (1.72, 0.01, -2.71)
C (1.58, 2.25, -1.59)
C (1.79, 0.12, 2.33)
C (-2.54, 1.50, -0.76)
C (-1.92, -1.52, 0.77)
N (1.44, 0.80, -1.53)
N (1.13, -1.04, -0.20)
O (-1.43, -0.07, 3.18)
P (-1.44, 0.01, 1.73)
S (0.67, 0.98, 1.18)
S (-2.58, 1.71, 1.08)
H (-1.29, -3.58, 1.21)
H (-0.39, -2.44, 1.97)
H (-2.07, -2.63, 2.43)
H (1.71, 0.69, -3.59)
H (2.73, -0.45, -2.54)
H (1.06, -0.80, -2.83)
H (0.76, 2.60, -2.25)
H (1.43, 2.62, -0.68)
H (2.59, 2.60, -2.06)
H (2.82, 0.51, 2.51)
H (2.01, -0.91, 1.81)
H (1.31, -0.11, 3.33)
H (-2.15, 0.51, -1.17)
H (-2.00, 2.32, -1.28)
H (-3.60, 1.50, -0.89)
H (-2.99, -1.51, 0.45)
H (-1.27, -1.58, -0.15)
H (1.32, -1.69, -0.96)

The charge is +1. The value obtained for the frontier orbital gap is 0.3196 Eh. As for the multiplicity: 1. The value obtained for the energy above the lowest of the compared OMol25 structures with the same formula, charge and spin is 222.6 kJ/mol.

---

Molecular formula: C7H18NSi2
Method: DFT, ωB97M-V/def2-TZVPD

Atoms and positions in Å:
C (1.19, 2.17, -0.87)
C (-1.31, -1.44, 0.67)
C (0.04, -1.01, 1.30)
C (-2.60, 1.51, 1.28)
C (-2.60, 0.18, -1.87)
C (2.90, -0.35, 1.19)
C (1.92, -1.31, -1.52)
N (0.72, 1.08, -0.75)
Si (-2.16, 0.10, -0.04)
Si (1.45, -0.40, -0.02)
H (2.16, 2.56, -0.46)
H (0.59, 2.95, -1.35)
H (-1.10, -2.23, -0.07)
H (-1.81, -1.88, 1.53)
H (0.17, -0.26, 2.15)
H (0.44, -1.94, 1.84)
H (-3.36, 2.07, 0.81)
H (-3.07, 1.26, 2.29)
H (-1.72, 2.13, 1.62)
H (-3.01, -0.82, -2.12)
H (-3.23, 0.89, -2.31)
H (-1.67, 0.24, -2.46)
H (2.71, 0.37, 1.99)
H (3.10, -1.36, 1.73)
H (3.84, -0.02, 0.81)
H (2.60, -0.70, -2.06)
H (2.65, -2.03, -1.24)
H (1.17, -1.78, -2.07)

The charge is +1. The value obtained for the frontier orbital gap is 0.3039 Eh. As for the multiplicity: 1. The value obtained for the energy above the lowest of the compared OMol25 structures with the same formula, charge and spin is 182.7 kJ/mol.

---

Molecular formula: C7H18PSiZr
Method: DFT, ωB97M-V/def2-TZVPD

Atoms and positions in Å:
C (-0.06, 1.52, 2.66)
C (-1.09, 2.13, 1.54)
P (-0.35, 2.05, -0.26)
C (-1.70, 1.35, -1.43)
C (1.16, 0.89, -0.09)
Si (0.71, -0.97, -0.29)
C (1.08, -1.46, -2.12)
C (1.99, -1.96, 0.81)
C (-1.04, -1.47, 0.35)
H (-0.06, 0.35, 2.63)
H (-0.37, 1.87, 3.76)
H (1.02, 1.98, 2.49)
H (-1.17, 3.30, 1.78)
H (-2.19, 1.72, 1.60)
H (-1.28, 0.65, -2.27)
H (-2.51, 0.78, -0.78)
H (-2.25, 2.27, -1.93)
H (1.86, 1.13, -1.02)
H (0.26, -1.09, -2.89)
H (2.08, -0.87, -2.42)
H (1.35, -2.60, -2.23)
H (1.72, -1.67, 1.93)
H (3.10, -1.63, 0.53)
H (1.84, -3.13, 0.74)
H (-1.90, -1.41, -0.45)
H (-1.02, -2.60, 0.73)
H (-1.32, -0.82, 1.29)
Zr (0.14, -0.33, -4.65)

The charge is +3. The value obtained for the frontier orbital gap is 0.1753 Eh. As for the multiplicity: 1.

---

Molecular formula: C7H18Si
Method: DFT, ωB97M-V/def2-TZVPD

Atoms and positions in Å:
C (2.13, -0.24, -0.04)
C (0.87, 0.34, -0.58)
C (0.60, -0.26, -1.95)
C (1.00, 1.86, -0.62)
Si (-0.64, -0.26, 0.53)
C (-2.30, -0.34, -0.44)
C (-0.90, 0.93, 1.95)
C (-0.32, -1.95, 1.14)
H (2.17, -0.14, 1.03)
H (2.98, 0.30, -0.46)
H (2.10, -1.30, -0.44)
H (-0.21, 0.24, -2.45)
H (0.29, -1.31, -1.98)
H (1.50, -0.05, -2.65)
H (0.03, 2.23, -0.95)
H (1.69, 2.22, -1.36)
H (1.15, 2.15, 0.40)
H (-2.82, 0.51, -0.89)
H (-2.89, -0.64, 0.45)
H (-2.38, -1.17, -1.17)
H (-0.28, 1.77, 2.14)
H (-0.94, 0.52, 2.94)
H (-1.88, 1.32, 1.62)
H (-1.26, -2.33, 0.82)
H (0.62, -2.45, 0.79)
H (-0.31, -1.95, 2.20)

The charge is 0. The value obtained for the frontier orbital gap is 0.3627 Eh. As for the multiplicity: 1. The value obtained for the energy above the lowest of the compared OMol25 structures with the same formula, charge and spin is 96.2 kJ/mol. Its SMILES is CC(C)(C)[Si](C)(C)C.

---

Please write out number 7 again, unchanged.
Molecular formula: C7H18ClI2OP2Pt
Method: DFT, ωB97M-V/def2-TZVPD

Atoms and positions in Å:
I (0.04, 1.77, 4.79)
I (0.05, -0.73, 5.47)
Pt (0.01, -0.07, -0.09)
P (-2.31, -0.02, -0.44)
C (-3.15, 0.05, 1.20)
C (-2.95, 1.39, -1.37)
H (-4.03, 1.25, -1.46)
H (-4.04, -1.37, -1.34)
H (-2.49, 1.42, -2.34)
H (-2.50, -1.63, -2.24)
H (-2.80, 0.97, 1.69)
H (-2.71, 2.30, -0.79)
C (-2.95, -1.50, -1.24)
H (-4.26, 0.04, 1.05)
H (-2.71, -2.37, -0.61)
H (-2.82, -0.86, 1.76)
P (2.31, 0.02, -0.44)
C (3.15, 0.06, 1.20)
C (2.95, -1.49, -1.24)
H (2.48, 1.42, -2.34)
H (4.03, 1.28, -1.47)
H (2.69, 2.31, -0.79)
C (2.95, 1.41, -1.37)
H (2.51, -1.62, -2.24)
H (4.04, -1.34, -1.33)
H (4.25, 0.07, 1.06)
H (2.83, -0.84, 1.76)
H (2.73, -2.36, -0.61)
H (2.79, 0.99, 1.69)
Cl (0.01, -0.13, -2.49)
O (-0.10, -0.33, 2.84)
C (0.00, -0.09, 1.71)

The charge is +3. The value obtained for the frontier orbital gap (alpha / beta) is 0.2390 / 0.1591 Eh. As for the multiplicity: 5. The expectation value of S² is 6.016. The value obtained for the energy above the lowest of the compared OMol25 structures with the same formula, charge and spin is 93.4 kJ/mol.